--- a ---
Here is a single C5H11NO molecule from the Open Molecules 2025 dataset. Energies are from ωB97M-V with the def2-TZVPD basis set.

Its net charge is 0. Its structure (SMILES) is CC[C@@H](C)NC=O. The value obtained for the LUMO energy is 0.90 eV.

Positions of all 18 atoms, in Å:
1 O -2.112 1.163 -1.770
2 N -1.244 0.926 0.332
3 C 1.118 0.250 0.370
4 C -2.015 1.524 -0.613
5 C -0.320 -0.153 -0.004
6 C -0.754 -1.477 0.637
7 C 2.184 -0.291 -0.580
8 H 2.114 0.202 -1.555
9 H -2.567 2.397 -0.216
10 H -0.326 -2.335 0.107
11 H 3.187 -0.104 -0.182
12 H -0.407 -0.243 -1.091
13 H 1.182 1.344 0.376
14 H 1.329 -0.082 1.396
15 H 2.082 -1.370 -0.740
16 H -1.843 -1.576 0.609
17 H -0.433 -1.538 1.685
18 H -1.175 1.362 1.239

These are the natural (NBO) partial charges, in e, on atoms 1 to 5: -0.618 -0.614 -0.401 0.529 -0.073

--- b ---
Here is a single C5H11NO molecule from the Open Molecules 2025 dataset. Energies are from ωB97M-V with the def2-TZVPD basis set.

Its net charge is 0. Its structure (SMILES) is CCN(C)C(C)=O. The value obtained for the LUMO energy is 0.88 eV.

Positions of all 18 atoms, in Å:
1 O 2.555 0.642 0.256
2 N 0.304 0.668 0.461
3 C -1.741 -0.604 -0.259
4 C 1.424 -1.518 -0.151
5 C 1.515 -0.081 0.212
6 C -0.959 -0.021 0.864
7 C 0.054 1.824 -0.409
8 H 0.997 2.505 -0.189
9 H -1.538 0.883 1.481
10 H -0.636 -0.788 1.534
11 H -1.060 -1.344 -0.865
12 H 1.341 -1.773 -1.260
13 H -2.217 0.193 -0.905
14 H -0.266 1.689 -1.291
15 H 0.854 -1.939 0.437
16 H -2.611 -0.984 0.228
17 H 2.482 -1.941 -0.078
18 H -0.502 2.590 -0.067

These are the natural (NBO) partial charges, in e, on atoms 1 to 5: -0.580 -0.480 -0.647 -0.707 0.689

Energies relative to the most stable structure, in kcal/mol: a 0.0; b 83.9.

--- a ---
Here is 2 unconnected molecules or ions with the total composition C5H11NO from the Open Molecules 2025 dataset. Energies are from ωB97M-V with the def2-TZVPD basis set.

Its net charge is 0. Its structure (SMILES) is C/C=C/C=C/N.O. The value obtained for the LUMO energy is 0.94 eV.

Positions of all 18 atoms, in Å:
1 O -1.026 -1.891 2.374
2 N -3.073 0.491 0.087
3 C 1.655 -0.284 -0.230
4 C 3.059 0.095 -0.489
5 C -0.763 0.089 -0.725
6 C 0.639 0.518 -0.595
7 C -1.813 0.891 -0.425
8 H 1.321 -1.271 0.057
9 H -0.973 -0.944 -1.001
10 H -1.726 1.945 -0.644
11 H 3.800 -0.350 0.168
12 H -3.493 -0.223 -0.491
13 H 0.755 1.584 -0.754
14 H -3.665 1.289 0.303
15 H -1.065 -1.208 1.694
16 H 3.456 -0.288 -1.487
17 H -0.317 -1.574 2.943
18 H 3.228 1.132 -0.785

These are the natural (NBO) partial charges, in e, on atoms 1 to 5: -0.940 -0.824 -0.218 -0.654 -0.329

--- b ---
Here is a single C5H11NO molecule from the Open Molecules 2025 dataset. Energies are from ωB97M-V with the def2-TZVPD basis set.

Its net charge is 0. Its structure (SMILES) is CCCNC(C)=O. The value obtained for the LUMO energy is 0.93 eV.

Positions of all 18 atoms, in Å:
1 O 1.105 1.660 0.151
2 N 0.831 -0.417 1.041
3 C -2.574 0.165 -0.584
4 C -1.102 -0.075 -0.326
5 C 1.501 0.512 0.287
6 C -0.633 -0.318 1.106
7 C 2.719 0.044 -0.464
8 H -0.926 0.511 1.756
9 H -1.019 -1.241 1.557
10 H -3.216 -0.660 -0.257
11 H -0.559 0.838 -0.609
12 H 1.214 -1.351 1.029
13 H -2.720 0.306 -1.660
14 H 3.111 -0.918 -0.128
15 H -0.748 -0.934 -0.916
16 H 3.468 0.827 -0.369
17 H 2.449 -0.032 -1.524
18 H -2.901 1.085 -0.090

These are the natural (NBO) partial charges, in e, on atoms 1 to 5: -0.629 -0.619 -0.605 -0.430 0.684

--- c ---
Here is 2 unconnected molecules or ions with the total composition C5H11NO from the Open Molecules 2025 dataset. Energies are from ωB97M-V with the def2-TZVPD basis set.

Its net charge is 0. Its structure (SMILES) is C=NC(=C)CC.O. The value obtained for the LUMO energy is 0.42 eV.

Positions of all 18 atoms, in Å:
1 O -0.535 -0.866 -2.973
2 N 0.949 1.465 0.718
3 C -0.906 -0.159 0.627
4 C 1.535 -0.856 0.609
5 C 0.552 0.050 0.489
6 C -1.386 -1.532 0.994
7 C 0.287 2.447 0.279
8 H -0.850 -2.343 0.497
9 H -1.203 -0.021 -0.416
10 H -1.179 -1.671 2.160
11 H 1.477 -1.712 1.213
12 H 0.853 3.405 0.261
13 H -2.353 -1.876 1.091
14 H 0.264 -1.335 -2.869
15 H 2.600 -0.468 0.512
16 H -0.779 2.402 -0.042
17 H -1.478 0.574 1.198
18 H -0.201 0.023 -2.831

These are the natural (NBO) partial charges, in e, on atoms 1 to 5: -0.924 -0.424 -0.486 -0.431 0.155

--- d ---
Here is a single C5H11NO molecule from the Open Molecules 2025 dataset. Energies are from ωB97M-V with the def2-TZVPD basis set.

Its net charge is 0. Its structure (SMILES) is CNC(=O)C(C)C. The value obtained for the LUMO energy is 0.92 eV.

Positions of all 18 atoms, in Å:
1 O -0.347 -1.538 0.774
2 N 0.415 -0.991 -1.245
3 C 0.312 -0.241 -2.464
4 C 1.145 1.244 1.229
5 C -1.323 0.947 1.442
6 C -0.045 -0.641 0.026
7 C -0.134 0.842 0.451
8 H 0.612 0.828 -2.361
9 H 1.035 2.312 1.401
10 H -2.141 0.231 1.280
11 H 0.927 -0.761 -3.212
12 H 2.063 0.963 0.705
13 H -0.370 1.517 -0.349
14 H -1.108 0.821 2.514
15 H -1.725 1.963 1.242
16 H 0.396 -1.990 -1.379
17 H 1.290 0.777 2.210
18 H -0.694 -0.184 -2.875

These are the natural (NBO) partial charges, in e, on atoms 1 to 5: -0.613 -0.634 -0.412 -0.598 -0.601

Energies relative to the most stable structure, in kcal/mol: a 52.1; b 0.0; c 78.2; d 6.8.

--- a ---
Here is a single CH3NO2S molecule from the Open Molecules 2025 dataset. Energies are from ωB97M-V with the def2-TZVPD basis set.

Its net charge is 0. The value obtained for the LUMO energy (alpha / beta) is -1.72 / -1.72 eV.

Positions of all 8 atoms, in Å:
1 S 0.418 -0.360 0.823
2 O -2.521 -0.633 0.538
3 O 1.337 -1.329 0.244
4 N 0.665 1.146 0.035
5 C -1.031 -0.665 -0.186
6 H -1.085 -1.075 -1.176
7 H 1.131 1.839 0.602
8 H 1.088 1.077 -0.880

These are the natural (NBO) partial charges, in e, on atoms 1 to 5: 1.428 -0.526 -0.931 -1.036 0.065

--- b ---
Here is 2 unconnected molecules or ions with the total composition CH3NO2S from the Open Molecules 2025 dataset. Energies are from ωB97M-V with the def2-TZVPD basis set.

Its net charge is 0. The value obtained for the LUMO energy (alpha / beta) is -0.15 / -0.42 eV.

Positions of all 8 atoms, in Å:
1 S -1.060 0.061 0.147
2 O -1.977 -1.021 0.322
3 O -1.550 1.376 -0.060
4 N 0.220 -0.373 -0.916
5 C 0.623 -0.224 0.401
6 H 0.737 -0.785 -1.674
7 H 1.273 -0.867 0.965
8 H 1.734 1.834 0.814

These are the natural (NBO) partial charges, in e, on atoms 1 to 5: 2.242 -0.870 -0.848 -0.829 -0.282

--- c ---
Here is 2 unconnected molecules or ions with the total composition CH3NO2S from the Open Molecules 2025 dataset. Energies are from ωB97M-V with the def2-TZVPD basis set.

Its net charge is 0. The value obtained for the LUMO energy (alpha / beta) is -0.45 / -1.89 eV.

Positions of all 8 atoms, in Å:
1 S -0.929 0.696 -1.170
2 O 0.828 -0.379 2.359
3 O -0.759 0.939 1.638
4 N 0.125 0.131 1.502
5 C -0.060 -0.774 -1.074
6 H -0.336 -1.515 -0.301
7 H 0.129 1.458 -1.690
8 H 1.000 -0.557 -1.263

These are the natural (NBO) partial charges, in e, on atoms 1 to 5: 0.180 -0.327 -0.292 0.456 -0.589

--- d ---
Here is a single CH3NO2S molecule from the Open Molecules 2025 dataset. Energies are from ωB97M-V with the def2-TZVPD basis set.

Its net charge is 0. Its structure (SMILES) is CS(=O)#[N+][O-]. The value obtained for the LUMO energy is -0.70 eV.

Positions of all 8 atoms, in Å:
1 S -0.333 -0.271 1.111
2 O 0.755 1.955 1.046
3 O 0.281 -1.593 1.216
4 N 1.004 0.840 0.693
5 C -0.380 -0.154 -0.873
6 H 0.561 0.118 -1.059
7 H -1.265 0.374 -1.091
8 H -0.624 -1.269 -1.043

These are the natural (NBO) partial charges, in e, on atoms 1 to 5: 1.226 -0.262 -0.931 -0.015 -0.711

Energies relative to the most stable structure, in kcal/mol: a 24.3; b 61.0; c 29.8; d 0.0.